# 1
{"formula": "C27H38FeN4OP", "method": "wB97M-V/def2-TZVPD", "relative_energy_kj_mol": 0.0, "spin_multiplicity": 2, "max_force_ev_per_a": 0.364, "homo_energy_ev": [-6.772, -6.674], "orbital_gap_ev": [7.20, 6.83], "total_charge": 0, "elements": ["H", "C", "H", "H", "H", "C", "H", "O", "C", "C", "P", "C", "C", "H", "H", "H", "H", "C", "H", "C", "H", "H", "H", "C", "Fe", "C", "H", "H", "C", "C", "H", "H", "H", "C", "H", "C", "C", "H", "C", "C", "C", "N", "H", "H", "C", "C", "N", "H", "H", "C", "H", "H", "H", "H", "H", "H", "H", "N", "C", "H", "C", "H", "H", "H", "H", "C", "H", "C", "N", "H", "C", "C"], "xyz": [[0.852, -0.777, -4.265], [-4.193, -2.173, 3.314], [5.342, 1.193, -2.535], [-0.817, 0.299, -3.995], [-4.839, -2.776, 3.938], [0.077, 3.238, -1.332], [2.252, -2.162, -1.232], [-1.832, 2.822, -0.032], [-0.643, -3.148, -1.011], [4.101, 0.206, -3.900], [0.239, -2.028, 0.134], [2.685, 2.267, 1.407], [1.974, -2.482, -0.227], [1.893, 0.290, 1.810], [-1.232, -1.148, -3.083], [-3.909, 0.670, -1.093], [-0.431, -2.855, -2.039], [-3.790, -1.480, 0.929], [-3.162, -1.537, 5.024], [-0.228, 1.265, 2.937], [0.097, 2.966, 1.640], [2.314, 2.025, 3.510], [0.050, 4.248, -0.921], [-3.187, -1.439, 3.943], [-0.381, 0.452, -0.136], [-0.014, -2.903, 1.724], [0.472, 0.624, 3.493], [0.414, -3.907, 1.679], [0.445, 2.608, 2.607], [1.972, 2.666, 2.689], [-0.362, 3.275, -2.332], [2.354, 2.921, 0.596], [-1.034, 1.502, 3.633], [1.635, -0.289, -3.701], [3.965, 1.492, -0.739], [-1.851, -0.252, 2.095], [-4.435, -2.158, 1.957], [-5.267, -2.773, 1.627], [4.336, 0.806, -2.673], [2.875, -0.301, -4.311], [1.215, 0.218, -2.439], [1.577, 0.683, -0.178], [2.101, -3.564, -0.152], [4.932, 0.128, -4.588], [-1.095, -0.061, -3.000], [-2.410, 0.589, -2.610], [-0.829, 0.531, 1.821], [2.882, -0.781, -5.286], [2.274, 3.681, 2.959], [-2.211, -0.612, 3.433], [-1.567, -0.196, 4.192], [-4.236, -1.644, -0.041], [-2.266, 1.662, -2.484], [-0.329, -4.184, -0.868], [-3.099, 0.467, -3.450], [0.460, -2.345, 2.533], [1.103, 2.893, -1.425], [-0.039, 0.249, -2.056], [2.410, 0.811, 1.001], [3.761, 2.431, 1.516], [-2.652, -0.650, 0.898], [2.644, -1.995, 0.481], [-1.077, -2.980, 1.951], [-3.532, -0.955, -1.655], [0.055, 3.326, 3.332], [-0.813, 2.340, -0.472], [-1.718, -3.073, -0.843], [-3.084, 0.006, -1.378], [-2.209, -0.102, -0.225], [3.353, 0.276, 0.844], [2.151, 0.623, -1.363], [3.507, 0.983, -1.578]], "lowdin_charge": [0.088, -0.117, 0.104, 0.116, 0.093, -0.047, 0.039, 0.006, -0.246, -0.119, 0.874, -0.178, -0.245, 0.098, 0.110, 0.135, 0.028, -0.026, 0.104, -0.199, 0.089, 0.111, 0.081, -0.089, 0.424, -0.246, 0.116, 0.044, -0.159, -0.207, 0.079, 0.108, 0.105, -0.025, 0.090, -0.236, -0.094, 0.104, -0.088, -0.094, -0.229, -0.069, 0.046, 0.092, -0.205, -0.161, -0.012, 0.104, 0.108, -0.029, 0.083, 0.083, 0.100, 0.046, 0.118, 0.043, 0.044, -0.035, -0.214, 0.109, -0.233, 0.037, 0.036, 0.105, 0.111, -0.420, 0.037, -0.200, -0.063, 0.109, -0.255, -0.017]}


# 2
{"formula": "C3H7BrNO", "method": "wB97M-V/def2-TZVPD", "relative_energy_kj_mol": 120.7, "max_force_ev_per_a": 4.047, "homo_energy_ev": -15.036, "smiles": "Br[C@H]1[NH2+]CCO1", "orbital_gap_ev": 11.21, "total_charge": 1, "elements": ["H", "C", "C", "H", "Br", "H", "H", "H", "O", "N", "C", "H", "H"], "xyz": [[1.155, 1.814, 0.940], [0.357, 1.193, 0.564], [0.233, 0.651, -0.841], [-0.469, 1.603, 1.108], [-2.059, -1.087, 1.191], [0.318, -1.973, 0.961], [-1.034, -0.899, -1.248], [1.181, 0.941, -1.326], [0.499, -0.034, 1.382], [-0.142, -0.809, -0.692], [-0.150, -1.066, 0.804], [0.570, -1.389, -1.285], [-0.460, 1.056, -1.557]], "lowdin_charge": [0.144, -0.078, -0.072, 0.118, 0.831, 0.106, 0.166, 0.152, -0.103, 0.038, -0.672, 0.236, 0.135]}


# 3
{"formula": "C52H53As2FN7O5STi", "method": "wB97M-V/def2-TZVPD", "relative_energy_kj_mol": 31.7, "max_force_ev_per_a": 3.147, "homo_energy_ev": [-6.671, -6.306], "orbital_gap_ev": [3.60, 2.70], "total_charge": 1, "elements": ["H", "H", "C", "H", "H", "H", "H", "H", "C", "H", "C", "H", "H", "H", "O", "C", "N", "C", "F", "H", "C", "H", "C", "H", "C", "C", "H", "H", "C", "C", "C", "H", "H", "H", "C", "C", "O", "As", "C", "N", "C", "H", "H", "H", "H", "C", "N", "H", "S", "C", "C", "H", "C", "H", "C", "C", "C", "C", "C", "C", "C", "H", "C", "H", "N", "H", "N", "C", "H", "H", "O", "H", "H", "C", "H", "C", "H", "H", "H", "H", "H", "C", "As", "C", "H", "C", "C", "O", "C", "Ti", "C", "C", "C", "H", "C", "H", "C", "C", "C", "C", "H", "C", "C", "C", "H", "N", "C", "H", "H", "N", "H", "O", "C", "C", "H", "H", "H", "C", "C", "H", "H", "H"], "xyz": [[-0.870, -0.462, 4.882], [-4.617, 4.005, -3.767], [-5.706, 1.285, -1.153], [-6.085, 0.695, -1.994], [3.381, -2.289, 2.911], [-3.658, 5.286, -1.875], [1.054, 2.067, 4.154], [0.869, 3.586, -1.830], [-2.323, 1.759, -2.680], [-4.982, -2.063, 5.472], [0.481, 2.265, 2.121], [1.984, 2.803, -0.705], [2.943, -2.264, -4.179], [5.739, -3.268, 3.670], [2.860, 0.852, 0.602], [-0.629, -1.229, -5.267], [-5.657, 0.548, 0.091], [-2.151, 2.050, 2.981], [-3.906, -0.656, -1.756], [-6.217, 3.410, -1.374], [5.866, 0.226, -3.769], [3.940, -5.789, 1.025], [1.236, -0.848, 3.420], [9.816, -0.497, -0.921], [-1.365, -2.266, -4.707], [-4.485, -0.136, 0.490], [-7.640, 2.351, -1.307], [-7.433, 1.699, 2.257], [-2.896, -0.599, 2.276], [4.937, -1.749, -4.771], [7.915, -1.487, -0.928], [-4.643, 0.369, 6.139], [-1.554, -1.182, -0.803], [-8.581, 1.744, 0.903], [6.927, 0.858, 0.210], [-6.957, 0.265, 0.644], [0.313, -1.283, 0.650], [-0.304, 1.656, -0.621], [3.620, -0.467, -3.212], [4.145, 0.985, 0.458], [-7.539, 1.596, 1.179], [-1.841, 4.309, -0.510], [0.164, -2.451, -1.694], [6.906, -1.007, -5.185], [-2.732, 2.534, 1.015], [-1.073, -2.711, -3.426], [4.692, -0.127, 0.221], [-1.293, 1.749, 4.918], [2.241, -3.540, 0.545], [-3.346, 2.304, -3.451], [-2.287, -0.916, -0.057], [-4.876, 0.190, 2.550], [-1.771, 2.476, -1.622], [-5.789, 2.626, 0.924], [3.443, -3.915, 1.684], [5.036, -5.171, 2.824], [-0.525, -0.990, 1.656], [-6.629, 2.505, -0.934], [6.566, -1.397, -0.618], [0.668, -1.052, -3.245], [8.270, 0.747, -0.109], [-7.626, -0.158, -0.115], [-0.147, -0.723, 2.920], [-2.162, -2.731, -5.273], [-6.741, 2.705, 0.550], [8.296, -2.393, -1.379], [-2.494, -0.614, 3.594], [1.714, 1.734, -2.587], [6.528, 1.758, 0.654], [4.601, 1.279, -2.409], [2.208, -0.938, 2.479], [4.863, -6.026, 3.476], [-3.755, 1.739, -4.280], [-4.166, -0.210, 1.841], [-2.754, -1.076, 5.587], [-0.570, 2.291, 1.148], [5.029, -2.595, -5.440], [1.489, 2.524, 1.813], [0.975, 1.724, -3.390], [-6.876, -0.455, 1.453], [-1.954, 0.764, -2.908], [-1.929, -0.864, 1.280], [2.011, -0.196, -2.148], [4.685, 0.419, -3.067], [5.882, -2.206, -0.825], [-4.524, 0.102, 5.098], [-1.147, -0.142, 3.879], [3.965, -1.233, 0.146], [3.757, -1.558, -4.063], [2.128, -0.882, 0.615], [-1.900, 2.293, 1.676], [1.209, 2.623, -1.447], [-3.349, -0.769, 4.736], [8.932, 1.578, 0.093], [5.991, -0.859, -4.626], [-7.120, 3.619, 0.788], [6.100, -0.222, -0.057], [-0.055, -2.107, -2.698], [4.813, -3.827, 3.551], [-3.834, 3.570, -3.158], [-5.165, -1.564, 3.742], [0.386, -0.626, -4.540], [-2.266, 3.747, -1.335], [-1.090, 1.481, 3.878], [4.356, -3.959, 4.532], [3.899, -3.124, 2.651], [-3.563, -0.588, -0.440], [-4.703, 1.627, -1.405], [-1.638, -3.525, -2.990], [4.033, -5.114, 1.763], [-3.154, 2.175, 3.379], [1.517, -0.893, 4.593], [0.252, 1.987, 3.429], [-3.294, 4.290, -2.095], [0.962, 0.174, -4.992], [6.687, 0.920, -3.643], [-4.834, 0.876, 4.410], [8.766, -0.420, -0.677], [-4.722, -1.350, 4.703], [6.040, -5.247, 2.407], [-0.845, -0.891, -6.273], [2.651, 2.098, -3.008]], "lowdin_charge": [0.141, 0.102, -0.121, 0.136, 0.100, 0.101, 0.106, 0.070, -0.126, 0.101, -0.165, 0.048, 0.103, 0.119, -0.260, -0.077, -0.116, -0.089, 0.048, 0.121, -0.082, 0.140, -0.489, 0.110, -0.078, -0.151, 0.133, 0.131, -0.143, -0.075, -0.059, 0.099, 0.092, 0.131, -0.007, -0.115, -0.289, 1.302, -0.368, 0.100, -0.069, 0.106, 0.077, 0.106, 0.078, -0.073, -0.155, 0.131, 0.769, -0.100, 0.038, 0.093, -0.367, 0.181, -0.777, -0.115, -0.249, -0.062, -0.006, -0.401, -0.061, 0.133, -0.031, 0.105, 0.052, 0.112, 0.006, -0.396, 0.117, 0.096, -0.190, 0.118, 0.109, 0.037, 0.148, -0.416, 0.106, 0.086, 0.053, 0.131, 0.090, -0.071, 1.302, -0.135, 0.122, -0.090, -0.144, -0.262, -0.095, 0.861, -0.179, -0.404, -0.246, 0.112, -0.081, 0.184, -0.176, -0.125, -0.099, -0.118, 0.082, -0.114, -0.110, -0.207, 0.126, 0.054, -0.205, 0.100, 0.111, 0.028, 0.082, 0.117, -0.068, -0.098, 0.108, 0.109, 0.069, -0.066, -0.089, 0.118, 0.106, 0.057]}


# 4
{"formula": "C29H42O5P", "method": "wB97M-V/def2-TZVPD", "max_force_ev_per_a": 3.556, "homo_energy_ev": -10.319, "orbital_gap_ev": 8.10, "total_charge": 1, "elements": ["H", "C", "H", "C", "H", "C", "H", "P", "H", "H", "H", "H", "O", "C", "H", "H", "C", "O", "C", "O", "H", "C", "H", "O", "C", "H", "C", "C", "C", "H", "H", "C", "H", "H", "H", "H", "H", "H", "C", "H", "H", "C", "H", "C", "H", "C", "C", "C", "H", "C", "H", "H", "H", "C", "H", "H", "H", "C", "C", "H", "H", "H", "C", "H", "H", "C", "C", "H", "H", "C", "C", "C", "C", "H", "O", "H", "H"], "xyz": [[-4.435, -0.201, 1.999], [0.758, -0.757, -0.449], [1.194, -2.220, 3.003], [-1.598, 5.098, -0.131], [-0.584, 7.049, -0.219], [-0.753, 6.222, 0.482], [0.764, -4.977, -1.049], [-1.305, -0.384, 1.416], [-0.506, -3.882, 2.091], [-1.204, 6.622, 1.399], [4.051, -0.904, -1.521], [-0.655, -2.353, -0.765], [-0.779, 0.543, 2.505], [0.762, -3.696, 4.520], [-4.279, 2.149, -0.030], [0.569, 2.111, 5.975], [0.550, 2.014, 3.840], [-1.053, -1.891, 1.633], [-4.265, 0.231, 1.006], [3.453, -3.499, -2.030], [-7.673, 3.426, 0.868], [0.323, -2.557, 3.589], [-1.194, -4.425, 5.178], [-2.790, 0.048, 0.862], [2.627, -4.722, -2.172], [2.329, 0.726, -0.879], [-6.583, 3.355, 0.886], [-4.661, 1.714, 0.913], [0.529, 4.342, 0.507], [3.020, -5.482, -1.482], [2.538, 3.812, 1.122], [-0.264, -4.037, 5.613], [0.546, -4.445, -2.724], [-6.201, 3.806, -0.037], [-0.935, 0.550, 4.487], [-6.228, 3.951, 1.736], [-1.852, 5.332, -1.173], [-4.778, -0.346, 0.217], [1.250, 2.076, 0.635], [-0.501, -3.159, 6.231], [-4.154, 2.237, 1.738], [1.175, -4.342, -1.836], [-1.178, -0.030, -0.497], [-6.161, 1.894, 1.008], [-0.033, -1.700, 4.175], [0.011, 1.600, 0.223], [-0.795, 1.302, 3.702], [-0.906, 2.520, -0.214], [2.095, 4.208, 4.291], [-0.795, -2.959, 2.625], [1.381, 1.286, 3.775], [-2.540, 4.962, 0.416], [0.941, -4.586, 3.901], [0.370, -2.028, -0.897], [2.744, -5.088, -3.200], [-1.767, -3.077, 3.116], [-1.613, 2.033, 3.649], [3.015, -1.191, -1.319], [2.034, -0.331, -0.892], [2.044, 1.385, 0.944], [-0.176, 3.510, 5.176], [-1.855, 2.206, -0.636], [-0.275, 0.134, 0.156], [0.696, 2.713, 3.000], [-6.498, 1.500, 1.971], [1.561, 3.431, 0.785], [1.315, -2.915, -1.399], [0.150, -4.810, 6.271], [2.836, 2.832, 5.159], [2.644, -2.517, -1.582], [1.998, 3.546, 5.168], [-0.690, 3.895, -0.009], [0.662, 2.805, 5.133], [-6.641, 1.299, 0.224], [0.568, 5.654, 0.829], [2.069, 4.157, 6.075], [1.723, -3.423, 4.987]], "lowdin_charge": [0.128, -0.175, 0.129, -0.092, 0.126, -0.102, 0.115, 0.699, 0.141, 0.125, 0.130, 0.123, -0.168, -0.250, 0.120, 0.113, -0.195, -0.168, -0.127, -0.005, 0.076, -0.194, 0.071, -0.202, -0.098, 0.109, -0.103, -0.210, -0.248, 0.124, 0.136, -0.103, 0.123, 0.077, 0.126, 0.078, 0.124, 0.136, -0.073, 0.078, 0.120, -0.095, 0.145, -0.273, 0.102, -0.229, -0.151, 0.036, 0.078, -0.114, 0.134, 0.115, 0.111, 0.013, 0.125, 0.128, 0.139, 0.022, -0.031, 0.125, 0.115, 0.119, -0.246, 0.096, 0.116, 0.022, -0.150, 0.078, 0.081, -0.241, -0.100, -0.121, -0.263, 0.116, -0.007, 0.076, 0.117]}